1.
This record from the Open Molecules 2025 dataset describes a molecular structure, C21H25CoN3O2S2. The level of theory is ωB97M-V with the def2-TZVPD basis set.

HOMO level (spin up / spin down) (Eh): -0.390 / -0.412
Charge: +1
LUMO energy (spin up / spin down) (eV): -2.60 / -5.91
DFT total energy (eV): -90040.000
Multiplicity: 5
Energy above the lowest of the compared OMol25 structures with the same formula, charge and spin (kcal per mole): 1.4

Geometry as XYZ:
```
54
C21H25CoN3O2S2 ωB97M-V with the def2-TZVPD basis set
Co -0.67895 -0.11782 -0.19232
S -1.83017 0.86921 2.03873
C -2.79697 1.43496 0.81766
N -2.54315 1.10134 -0.46324
C -3.41660 1.69921 -1.30636
C -3.42929 1.59268 -2.71603
C -4.38638 2.26790 -3.41956
C -5.35368 3.06347 -2.76436
C -5.36709 3.19453 -1.39996
C -4.39278 2.51045 -0.66582
S -4.15582 2.49247 1.02672
H -2.68552 0.99526 -3.21494
H -4.41099 2.20132 -4.49711
H -6.09398 3.57911 -3.35855
H -6.10603 3.80809 -0.90688
C -0.10794 -2.46907 -2.11303
N 0.17139 -1.03165 -1.97834
C -0.36756 -0.33632 -3.15264
C 1.63341 -0.78696 -1.88130
C 2.00538 0.33347 -0.93077
C 3.33699 0.74296 -0.90628
C 3.73467 1.74448 -0.04098
C 2.79739 2.34725 0.79419
C 1.47959 1.92757 0.75961
C 1.03982 0.90544 -0.09042
H 0.31224 -2.85987 -3.04580
H -1.18313 -2.63510 -2.10928
H 0.31254 -3.01376 -1.27365
H 0.11471 -0.68438 -4.07402
H -0.20373 0.73786 -3.05559
H -1.43423 -0.54300 -3.22926
H 2.02796 -0.56598 -2.87957
H 2.11555 -1.71939 -1.57566
H 4.06466 0.28895 -1.56677
H 4.76569 2.07016 -0.02625
H 3.10228 3.14543 1.45643
H 0.76799 2.41582 1.41984
O -0.01428 -3.64622 1.91333
C 0.07461 -2.48687 1.53060
O -0.73093 -1.86044 0.78621
C 1.30270 -1.69472 2.06054
N 2.20525 -2.73145 2.67480
C 2.68581 -2.25108 4.01942
C 2.26599 -0.78865 4.06126
C 0.99184 -0.75712 3.22679
H 1.84526 -1.17526 1.27416
H 2.97591 -2.96648 2.05505
H 1.56423 -3.56751 2.72004
H 3.76010 -2.41280 4.08341
H 2.18835 -2.85734 4.77506
H 3.03163 -0.15787 3.60480
H 2.11450 -0.45033 5.08261
H 0.75870 0.23856 2.85930
H 0.14207 -1.14054 3.79418
```

***

2.
This record from the Open Molecules 2025 dataset describes a single C15H18N2O4S molecule. The level of theory is ωB97M-V with the def2-TZVPD basis set.

HOMO level (Eh): -0.289
Charge: 0
LUMO energy (eV): 0.52
DFT total energy (eV): -37851.635
SMILES string: COc1cc(CC(=O)Nc2nc(C)cs2)cc(OC)c1OC
Energy above the lowest of the compared OMol25 structures with the same formula, charge and spin (kcal per mole): 55.8

Geometry as XYZ:
```
40
C15H18N2O4S ωB97M-V with the def2-TZVPD basis set
C 4.20650 1.65833 -0.36241
O 3.71471 0.38534 -0.02550
C 2.39063 0.25688 0.30869
C 1.48544 1.31088 0.23880
C 0.14745 1.13702 0.55177
C -0.78712 2.31633 0.39795
C -1.99683 2.24105 1.28644
O -2.09079 2.78557 2.35991
N -3.07679 1.50376 0.82868
C -3.22908 0.77072 -0.31272
N -2.43156 0.71436 -1.31525
C -2.86730 -0.14246 -2.28139
C -2.04071 -0.32825 -3.50422
C -4.04621 -0.75573 -2.00432
S -4.65838 -0.26095 -0.46578
C -0.29596 -0.11279 0.95215
C 0.58848 -1.17794 1.03614
O 0.23800 -2.43777 1.41805
C -1.11424 -2.70268 1.69002
C 1.94861 -1.00732 0.72143
O 2.71287 -2.13761 0.81196
C 4.06487 -2.02773 1.19836
H 5.27304 1.52018 -0.53570
H 3.74151 2.04328 -1.27572
H 4.06347 2.37616 0.45155
H 1.81869 2.28458 -0.08039
H -0.25089 3.23034 0.65936
H -1.11027 2.36415 -0.64397
H -3.85513 1.47443 1.47852
H -1.94711 0.61761 -4.03484
H -1.04140 -0.65320 -3.22050
H -2.49142 -1.06670 -4.16062
H -4.59092 -1.46088 -2.59723
H -1.32800 -0.25879 1.21690
H -1.16142 -3.76357 1.93111
H -1.47854 -2.12334 2.54565
H -1.74909 -2.50255 0.81962
H 4.69778 -1.69006 0.37455
H 4.18591 -1.34740 2.04553
H 4.36118 -3.03327 1.49744
```

***

3.
This record from the Open Molecules 2025 dataset describes a molecular structure, C5H10O. The level of theory is ωB97M-V with the def2-TZVPD basis set.

HOMO level (Eh): -0.348
Charge: 0
LUMO energy (eV): 1.17
DFT total energy (eV): -7391.282
Energy above the lowest of the compared OMol25 structures with the same formula, charge and spin (kcal per mole): 80.3

Geometry as XYZ:
```
16
C5H10O ωB97M-V with the def2-TZVPD basis set
C -0.49400 -1.61253 -0.49934
C 0.55711 -0.51184 -0.46442
C 0.10042 0.81028 -1.05391
C -0.14171 1.60156 0.23015
O -0.80216 0.75529 1.15625
C 0.33557 -0.03935 1.41042
H -0.91673 -1.85990 -1.48414
H -0.08307 -2.53433 -0.07768
H -1.32581 -1.26882 0.12358
H 1.53292 -0.85097 -0.84995
H 0.85730 1.33153 -1.65733
H -0.81946 0.73297 -1.64192
H -0.71837 2.53564 0.10116
H 0.91343 1.43109 0.67867
H 0.84401 0.51035 2.26324
H 0.16055 -1.03095 1.76523
```

***

4.
This record from the Open Molecules 2025 dataset describes a gas-phase ion, C4H7ClN3 (charge +1). The level of theory is ωB97M-V with the def2-TZVPD basis set.

HOMO level (spin up / spin down) (Eh): -0.369 / -0.527
Charge: +1
LUMO energy (spin up / spin down) (eV): -3.35 / -6.78
DFT total energy (eV): -21241.901
Multiplicity: 3
Energy above the lowest of the compared OMol25 structures with the same formula, charge and spin (kcal per mole): 21.9

Geometry as XYZ:
```
15
C4H7ClN3 ωB97M-V with the def2-TZVPD basis set
C 0.30361 -1.53112 -0.94946
C 1.47516 -1.36432 -0.37237
C -0.81175 0.28290 -0.12087
C 2.82333 0.45217 0.52986
N -0.86529 -0.81775 -0.67569
N 1.84344 -0.25584 0.30850
N -2.19964 0.77912 0.20863
Cl 4.38274 0.60902 -0.19816
H 0.03416 -2.53852 -1.26844
H 2.12267 -2.17119 -0.52024
H -0.08256 0.92023 0.45282
H 2.90401 1.17581 1.37592
H -2.79504 0.07460 -0.29834
H -2.53076 1.74391 -0.05317
H -2.10767 0.77456 1.22660
```

***

5.
This record from the Open Molecules 2025 dataset describes 2 unconnected molecules or ions with the total composition C2Br2N2O2. The level of theory is ωB97M-V with the def2-TZVPD basis set.

HOMO level (Eh): -0.349
Charge: 0
LUMO energy (eV): -1.09
DFT total energy (eV): -149227.526
SMILES string: O=NC#CN=O.BrBr
Energy above the lowest of the compared OMol25 structures with the same formula, charge and spin (kcal per mole): 45.3

Geometry as XYZ:
```
8
C2Br2N2O2 ωB97M-V with the def2-TZVPD basis set
O 1.86853 1.24579 -0.86930
N 1.34110 0.37274 -0.29232
C 0.70163 -0.34982 0.35396
C 0.35200 -1.50817 0.94030
N -0.10320 -2.39112 1.58743
O -0.38376 -3.32651 2.15516
Br -1.89345 3.39469 -2.95918
Br -1.88284 2.56240 -0.91605
```

***

6.
This record from the Open Molecules 2025 dataset describes a gas-phase ion, C2H3O3Si (charge -1). The level of theory is ωB97M-V with the def2-TZVPD basis set.

HOMO level (Eh): -0.138
Charge: -1
LUMO energy (eV): 3.83
DFT total energy (eV): -16141.112
SMILES string: [O-]C1=C(O[SiH3])O1
Energy above the lowest of the compared OMol25 structures with the same formula, charge and spin (kcal per mole): 45.2

Geometry as XYZ:
```
9
C2H3O3Si ωB97M-V with the def2-TZVPD basis set
O 2.06312 1.23967 2.04734
C 1.30058 1.44322 1.18606
C 0.77975 1.21837 -0.13632
O -0.07886 -0.17598 0.17983
Si -0.89264 -1.19270 -0.75602
O 0.23974 2.19289 0.93176
H -0.24254 -1.32746 -2.18659
H -2.16500 -0.89641 -1.11382
H -1.00414 -2.50160 -0.15224
```

***

7.
This record from the Open Molecules 2025 dataset describes 2 unconnected molecules or ions with the total composition C4H11N3. The level of theory is ωB97M-V with the def2-TZVPD basis set.

HOMO level (Eh): -0.345
Charge: 0
LUMO energy (eV): 0.77
DFT total energy (eV): -8796.183
SMILES string: [H]/N=C/N.CC(C)=N
Energy above the lowest of the compared OMol25 structures with the same formula, charge and spin (kcal per mole): 33.1

Geometry as XYZ:
```
18
C4H11N3 ωB97M-V with the def2-TZVPD basis set
H -2.68840 -0.97313 1.50176
N -1.87796 -1.50328 1.84557
C -0.84356 -0.74833 1.82536
N 0.38177 -1.18969 2.18061
H -0.87597 0.30992 1.51600
H 0.98757 -0.53368 2.65570
H 0.34034 -2.10197 2.62508
C 0.80571 -0.71903 -1.63418
C 0.03263 0.53340 -1.32925
C 0.77391 1.76340 -0.88374
N -1.24647 0.55889 -1.52243
H 0.28381 -1.58555 -1.21886
H 1.80844 -0.67043 -1.20236
H 0.88878 -0.83481 -2.71811
H 0.98659 2.38891 -1.75420
H 0.16308 2.32882 -0.17399
H 1.71247 1.49049 -0.39529
H -1.63275 1.48607 -1.31767
```

***

8.
This record from the Open Molecules 2025 dataset describes a gas-phase ion, CH2NO4S (charge -1). The level of theory is ωB97M-V with the def2-TZVPD basis set.

HOMO level (Eh): -0.174
Charge: -1
LUMO energy (eV): 3.97
DFT total energy (eV): -21585.916
SMILES string: NS(=O)(=O)C(=O)[O-]
Energy above the lowest of the compared OMol25 structures with the same formula, charge and spin (kcal per mole): 17.9

Geometry as XYZ:
```
9
CH2NO4S ωB97M-V with the def2-TZVPD basis set
N -1.39758 -0.65133 -0.05577
S 0.34343 -0.74304 0.03980
O 0.53993 -1.68877 1.13457
O 0.64781 -1.44410 -1.21595
C 1.00876 1.30898 0.17802
O 0.00286 1.91849 -0.29626
O 2.03263 1.37467 0.67305
H -1.49767 -0.10697 -0.96662
H -1.68019 0.03208 0.50916
```

***

9.
This record from the Open Molecules 2025 dataset describes a molecular structure, C20H26Cl5GaGeN4O2Se. The level of theory is ωB97M-V with the def2-TZVPD basis set.

HOMO level (Eh): -0.312
Charge: 0
LUMO energy (eV): 0.13
DFT total energy (eV): -268066.806

Geometry as XYZ:
```
60
C20H26Cl5GaGeN4O2Se ωB97M-V with the def2-TZVPD basis set
Ga 1.54514 0.09123 1.12741
Cl -2.03752 2.90985 6.75284
C -1.49509 2.10475 5.33105
C -0.23718 2.38136 4.80704
Cl 0.79742 3.52980 5.56036
C 0.18089 1.72909 3.66012
Cl 1.73054 2.03090 2.95706
C -0.60846 0.78390 2.98763
O -0.22257 0.17548 1.89425
C -1.87269 0.52626 3.53367
Cl -2.86823 -0.62249 2.71445
C -2.30886 1.17186 4.68541
Cl -3.86702 0.81715 5.32123
O 2.09494 -1.14733 2.48493
N 2.57420 -2.34647 2.33051
C 2.97094 -2.88229 3.44028
C 2.88298 -2.19770 4.70844
N 2.81542 -1.65984 5.72171
C 3.50964 -4.22208 3.39004
N 3.94694 -5.28523 3.36368
C 0.68656 -3.75195 -4.69732
Ge 0.04278 -2.40178 -3.44929
C -1.86333 -2.69394 -3.16607
C 0.41111 -0.60097 -4.11455
C 1.00608 -2.49130 -1.72933
Se 0.04104 -1.49054 -0.35111
C -0.25241 -2.94165 0.90042
H 0.12533 -3.65942 -5.63050
H 0.52310 -4.75419 -4.29589
H 1.74876 -3.63057 -4.91814
H -2.40442 -2.53541 -4.10154
H -2.26581 -2.02173 -2.40693
H -2.03458 -3.72428 -2.84492
H -0.27391 -0.31028 -4.91364
H 1.43251 -0.55595 -4.49963
H 0.32257 0.11791 -3.29363
H 1.98699 -2.02964 -1.83246
H 1.14892 -3.50704 -1.36311
H -0.96871 -3.63233 0.46584
H -0.66011 -2.49212 1.80190
H 0.69226 -3.43111 1.11262
C 3.18475 0.70629 0.26419
H 4.02310 0.52709 0.93879
H 3.11053 1.77100 0.05008
H 3.37279 0.17313 -0.66923
C -2.75963 2.67862 -1.33153
C -1.38218 3.32512 -1.51601
C -1.35007 4.72486 -0.88606
C -1.01077 3.39597 -3.00373
C -0.38180 2.48597 -0.82196
N 0.35715 1.80787 -0.26558
H -3.50439 3.27871 -1.85711
H -3.03302 2.62852 -0.27651
H -2.77534 1.66693 -1.74052
H -2.07331 5.36041 -1.39978
H -0.36124 5.17534 -0.98216
H -1.61171 4.68437 0.17239
H -1.70915 4.06517 -3.50909
H -1.07225 2.41176 -3.47163
H 0.00037 3.78293 -3.13937
```

***

10.
This record from the Open Molecules 2025 dataset describes a molecular structure, C8H23KNO4. The level of theory is ωB97M-V with the def2-TZVPD basis set.

HOMO level (Eh): -0.462
Charge: +1
LUMO energy (eV): -2.45
DFT total energy (eV): -34667.758
Energy above the lowest of the compared OMol25 structures with the same formula, charge and spin (kcal per mole): 20.7

Geometry as XYZ:
```
37
C8H23KNO4 ωB97M-V with the def2-TZVPD basis set
K 9.32386 -8.00187 -22.00117
C 10.16817 -11.30625 -20.68408
O 9.65727 -10.82483 -21.96251
C 10.17319 -11.48610 -23.14948
C 9.90245 -10.60298 -24.41290
N 10.63193 -9.31863 -24.20517
C 10.31722 -8.31866 -25.20206
C 11.17771 -7.09971 -24.93929
O 10.75474 -6.42277 -23.73181
C 11.50090 -5.28042 -23.43088
H 11.24881 -11.40904 -20.58530
H 9.84552 -12.34315 -20.59012
H 9.95480 -10.72436 -19.78742
H 9.75214 -12.48793 -23.23405
H 11.25732 -11.59603 -23.12394
H 8.84055 -10.37519 -24.50548
H 10.14736 -11.06070 -25.37134
H 11.62056 -9.52513 -24.19739
H 9.29216 -7.95531 -25.12896
H 10.58062 -8.70862 -26.18523
H 11.09305 -6.36337 -25.73851
H 12.20087 -7.47321 -24.89756
H 12.55362 -5.51951 -23.28018
H 11.22869 -4.87791 -22.45517
H 11.34718 -4.52534 -24.20180
C 12.53766 -7.87856 -21.55592
O 11.64325 -7.66639 -20.58360
H 13.40458 -7.25352 -21.34173
H 12.82787 -8.92301 -21.44187
H 12.20726 -7.69158 -22.57766
H 11.98563 -8.01498 -19.75726
C 5.80382 -6.85363 -23.26718
O 7.19686 -6.86452 -23.57976
H 5.58414 -5.97249 -22.66432
H 5.21056 -6.98600 -24.17197
H 5.55627 -7.75263 -22.70272
H 7.31595 -6.56013 -24.48240
```

***

11.
This record from the Open Molecules 2025 dataset describes 2 unconnected molecules or ions with the total composition C6H13NO. The level of theory is ωB97M-V with the def2-TZVPD basis set.

HOMO level (Eh): -0.332
Charge: 0
LUMO energy (eV): 0.85
DFT total energy (eV): -9968.105
SMILES string: C=CC(=C)CCN.O
Energy above the lowest of the compared OMol25 structures with the same formula, charge and spin (kcal per mole): 70.8

Geometry as XYZ:
```
21
C6H13NO ωB97M-V with the def2-TZVPD basis set
C -0.39322 -1.26235 1.48677
C -0.97712 -1.31059 0.29327
C -0.07893 -1.11734 -0.84487
C 1.01317 -1.84057 -1.08810
C -0.25222 0.23428 -1.52762
C 0.08166 1.60082 -0.85307
N 1.40095 1.52368 -0.22229
H -0.85109 -1.30191 2.49570
H 0.66911 -1.40068 1.63854
H -2.01337 -1.68387 0.28614
H 1.82189 -1.42849 -1.69017
H 1.23130 -2.84206 -0.78770
H 0.25993 0.29483 -2.50722
H -1.33476 0.21400 -1.75708
H 0.13210 2.27693 -1.69838
H -0.73234 1.91036 -0.17458
H 2.08198 1.06158 -0.84673
H 1.27514 0.91860 0.58814
O -1.36353 1.63171 2.24222
H -0.54468 1.85155 2.69567
H -1.42597 0.66951 2.27136
```

***

12.
This record from the Open Molecules 2025 dataset describes 2 unconnected molecules or ions with the total composition C2H3BrF2O2. The level of theory is ωB97M-V with the def2-TZVPD basis set.

HOMO level (Eh): -0.385
Charge: 0
LUMO energy (eV): 0.62
DFT total energy (eV): -81693.079
SMILES string: F[C@H]1O[C@@]1(F)Br.O
Energy above the lowest of the compared OMol25 structures with the same formula, charge and spin (kcal per mole): 43.7

Geometry as XYZ:
```
10
C2H3BrF2O2 ωB97M-V with the def2-TZVPD basis set
F 0.74498 2.64835 -2.38600
C -0.06657 2.34538 -1.36199
O -0.40591 0.99569 -1.08536
C 0.49478 1.57264 -0.24674
F 0.14553 1.86239 1.00117
Br 2.32552 0.98908 -0.03212
H -0.91388 3.11815 -1.23150
O 0.60055 -1.54930 -1.00610
H 0.12337 -0.99694 -1.75220
H -0.05767 -2.00145 -0.40691
```